1.
Density functional theory data (wB97M-V/def2-TZVPD) for a cluster of 6 separate species, C9H30ClO15P2 in total.

XYZ file:
```
57
Properties=species:S:1:pos:R:3:forces:R:3:lowdin_charge:R:1
Cl -0.420250 0.754178 0.774686 0.18 -2.17 -1.48 0.693
P -5.717220 0.579218 -2.593554 -0.73 -0.14 0.48 0.414
P 6.149410 -0.048702 -0.062974 1.13 1.13 -0.92 0.481
O 0.228740 0.256328 -0.446004 -0.90 0.93 0.51 -0.377
O -2.243910 -2.706052 0.782786 1.75 1.14 -2.44 -0.128
O 6.546730 -0.818362 1.311906 -0.49 1.13 -1.09 -0.231
O 2.014600 -2.602032 2.939496 0.05 0.60 -0.09 -0.125
O -1.810440 0.302678 0.860016 0.30 0.85 -0.40 -0.387
O -4.504130 -0.409112 -2.977784 -0.44 0.10 0.05 -0.220
O 7.222890 -0.050332 -1.127214 -2.39 -0.98 1.51 -0.269
O 5.984060 1.466298 0.471616 -0.22 -1.37 1.28 -0.217
O 2.232620 3.562208 0.426876 0.24 -0.98 -2.10 -0.118
O 4.656960 -0.541562 -0.478804 3.30 0.03 -1.99 -0.219
O -5.031660 1.990488 -2.349054 -0.57 -0.01 -1.36 -0.221
O 0.261180 0.041508 1.847366 0.23 1.57 0.65 -0.379
O -0.366140 2.224968 0.758786 0.23 -1.39 0.87 -0.362
O -6.531530 0.839678 -3.978214 -0.18 0.13 0.43 -0.228
O -6.586010 0.140978 -1.475474 0.56 0.08 -0.63 -0.259
C 5.462010 2.460548 -0.368144 -0.29 0.57 -2.08 -0.122
C 2.079340 4.308738 1.548016 -0.03 0.90 1.41 -0.215
C 7.115800 -2.122002 1.231896 0.47 0.01 -0.66 -0.109
C -8.005540 0.830958 -4.060374 0.29 -1.30 0.52 -0.082
C -4.668750 2.537248 -1.103914 0.50 -0.93 1.20 -0.095
C 3.586250 -0.673832 0.382176 -1.24 1.27 2.09 -0.113
C -3.763700 -1.082102 -1.897664 -0.42 1.06 1.49 -0.064
C -3.179500 -3.452502 1.415146 -0.67 0.16 1.45 -0.204
C 1.250570 -3.588832 2.290146 -0.59 0.01 -0.11 -0.168
H 1.784740 -3.937022 1.406096 0.35 -0.64 0.46 0.078
H 4.646400 3.073328 0.015756 0.09 -0.45 0.72 0.073
H 1.400660 -1.918182 3.217016 0.12 0.34 -0.05 0.061
H 2.630020 3.827618 2.356326 0.07 0.34 0.55 0.078
H 3.066160 -1.631052 0.345796 0.65 -0.18 0.07 0.093
H -3.624280 -4.190122 0.747176 0.33 -0.20 0.13 0.082
H -3.973800 -2.784512 1.748276 -0.51 -0.27 0.35 0.080
H 1.041390 4.438648 1.854426 -0.20 -0.10 0.04 0.076
H 7.011450 -2.535712 2.234926 -0.24 -0.41 -0.45 0.093
H -3.227070 -0.385342 -1.253724 0.35 0.61 -0.56 0.061
H 6.235200 3.125248 -0.753444 0.41 0.02 0.51 0.085
H 8.163970 -2.131332 0.932966 0.34 0.68 0.45 0.080
H 2.471550 5.305418 1.345746 0.21 0.09 0.20 0.075
H 5.086430 2.025048 -1.294094 -0.31 -0.24 -0.01 0.086
H -4.464160 -1.441072 -1.143614 -0.25 -0.79 -0.54 0.077
H 0.970190 -4.303372 3.064036 0.22 -0.83 -0.51 0.073
H -3.004930 -1.803552 -2.200774 -0.68 0.01 -0.71 0.094
H -2.629740 -3.838572 2.273526 -0.89 -1.06 0.47 0.076
H 2.812980 0.072358 0.199526 0.04 0.09 -0.56 0.076
H 1.583790 2.854738 0.437326 -0.35 -0.23 -0.14 0.039
H 6.713500 -2.663182 0.375526 -0.80 -0.50 0.55 0.086
H -8.392060 1.186068 -5.015674 0.88 0.33 -0.08 0.078
H 3.975270 -0.372622 1.354826 -0.55 -0.80 0.59 0.089
H -8.332350 -0.206672 -3.992384 0.15 -0.14 -0.01 0.078
H -4.159800 1.761278 -0.532134 0.50 0.19 0.08 0.076
H -1.986890 -1.947172 1.311596 0.00 0.36 -0.10 0.055
H -3.994350 3.375648 -1.278164 -0.24 -0.08 0.02 0.096
H 0.312550 -3.257802 1.844456 -0.16 0.62 0.19 0.062
H -8.566820 1.322278 -3.265604 0.75 0.44 0.22 0.081
H -5.512380 2.779048 -0.457444 -0.31 0.40 -0.47 0.087
```
Positions in Å, forces in eV/Å.

Summary:
Charge: -1
Molar mass, g/mol: 475.72
Energy relative to the best compared isomer or geometry (same formula, charge and spin), kJ/mol: 208.6
Spin multiplicity: 1

2.
Density functional theory data (wB97M-V/def2-TZVPD) for a cluster of 5 separate species, C9H30N4O5 in total.

XYZ file:
```
48
Properties=species:S:1:pos:R:3:forces:R:3:lowdin_charge:R:1
O -2.760251 -1.579015 0.433342 -0.34 -1.01 -0.67 -0.272
O -0.193645 -1.957488 5.740231 -0.64 -0.22 0.35 -0.056
O 3.363623 -0.297648 2.083553 0.77 0.29 -0.65 -0.067
O 2.832549 0.291905 -1.294033 -1.55 0.53 0.92 -0.204
O 1.089929 -1.093582 3.221405 0.32 -0.50 2.51 0.021
N 2.824518 3.461387 -0.594377 2.75 1.00 0.14 0.020
N -1.035080 -1.671249 2.671736 -1.49 -1.27 0.89 0.214
N -2.141363 1.225194 -0.217993 1.03 -0.76 0.62 0.058
N 0.326439 -0.697189 1.240770 -0.63 0.59 -3.48 0.196
C 0.156386 -1.186345 2.439171 1.94 0.79 0.93 -0.713
C -3.670525 -0.785593 -0.304981 1.46 1.17 -0.81 -0.154
C 0.721392 3.456222 -1.617807 -1.22 -0.87 0.69 -0.057
C -3.118483 -2.976264 0.374129 1.36 0.94 -0.40 -0.063
C -2.857259 0.320101 -1.067430 -2.44 0.44 -1.01 -0.430
C 1.809755 2.582033 -0.999997 0.20 -1.27 -1.64 -0.435
C 2.326932 1.439624 -1.983924 -1.15 -0.24 0.37 -0.170
C 3.153300 -0.793959 -2.130722 1.05 1.07 -1.18 -0.113
C -1.986173 -0.096640 -2.292244 -0.82 -1.08 1.42 -0.036
H 0.594524 4.313739 -0.957002 -0.04 0.05 -0.13 0.085
H -0.240867 -1.200553 0.573762 0.40 0.72 -0.77 0.100
H 4.193794 -0.553136 -2.348595 0.43 -1.11 -0.35 0.090
H -2.137827 -3.418578 0.549551 -0.49 -0.84 0.76 0.091
H 0.774559 3.803826 -2.649525 0.77 -0.16 -0.02 0.083
H -3.339449 -3.266030 -0.653153 -0.43 0.08 -0.03 0.088
H 3.043210 1.777295 -2.732950 0.53 0.56 0.23 0.121
H -1.658573 0.610291 0.421468 0.61 0.32 0.67 0.043
H 0.402041 -2.652656 6.019753 0.15 -0.13 0.08 0.035
H 3.177775 3.942002 -1.409437 -0.39 0.80 -0.42 0.075
H 2.646724 -0.755862 -3.095105 -0.41 0.20 -0.11 0.076
H -1.332900 -0.897442 -1.945777 0.37 -0.08 -0.17 0.070
H -1.185192 -2.147701 3.549561 -0.35 -0.06 -0.28 0.111
H -1.641399 -1.732359 1.866294 -0.57 0.06 0.61 0.060
H -4.144477 -1.386712 -1.080948 -0.32 -0.07 0.15 0.115
H 1.194375 -0.246851 0.987823 0.10 -0.38 -0.14 0.099
H 3.658620 2.911408 -0.446379 0.28 -0.38 1.02 0.078
H -4.380326 -0.391541 0.422344 -0.25 0.40 -0.41 0.132
H 2.994495 -1.811221 -1.772855 0.07 0.41 0.84 0.089
H 2.615385 -0.609492 2.592611 -0.74 -0.34 0.55 -0.040
H -3.942744 -3.181338 1.057235 0.25 -0.39 0.05 0.101
H -1.435207 1.464546 -0.899278 0.69 1.04 0.81 0.021
H -2.601264 -0.509089 -3.092026 0.13 0.26 -0.20 0.077
H 1.497729 2.121319 -0.062726 -0.66 -0.39 -0.27 0.134
H -1.372467 0.752874 -2.591879 -0.20 -0.10 -0.36 0.064
H -3.602578 1.023898 -1.437940 -0.75 -0.53 -0.67 0.124
H 1.488202 1.143148 -2.613796 -0.48 -0.34 0.02 0.100
H -0.202051 2.879347 -1.567058 -0.27 0.20 -0.10 0.041
H 0.132554 -1.693443 4.879932 0.80 0.47 -0.38 -0.030
H 3.961287 0.068816 2.735266 0.16 0.13 0.04 0.029
```
Positions in Å, forces in eV/Å.

Summary:
SMILES string: COC[C@H](C)N.COC[C@H](C)N.NC(N)=O.O.O
Molar mass, g/mol: 274.36
Energy relative to the best compared isomer or geometry (same formula, charge and spin), kJ/mol: 158.9
Spin multiplicity: 1

3.
Density functional theory data (wB97M-V/def2-TZVPD) for a structure of composition C9H30O10V.

XYZ file:
```
50
Properties=species:S:1:pos:R:3:forces:R:3:lowdin_charge:R:1
V 0.487233 2.317426 -0.110356 -2.21 -0.31 -2.25 0.774
O 1.991122 2.032720 -0.669874 0.99 -0.07 -0.08 -0.407
O -1.028382 -4.259364 -0.795093 1.80 0.39 1.30 -0.097
O 0.787851 4.685233 -6.200168 -0.60 0.21 -0.90 -0.087
O -0.824739 4.086119 2.470819 -1.54 -0.94 1.98 -0.181
O -1.094856 3.871936 -0.630717 0.88 -0.66 -0.34 -0.095
O -3.096763 -2.950037 -3.110018 -0.38 0.01 -0.07 -0.045
O -0.542475 1.259954 -0.832576 0.51 -0.16 -0.28 -0.368
O -0.209931 -3.514034 2.432773 0.18 0.29 0.13 -0.053
O 0.275370 2.074059 1.452959 0.49 -0.38 1.87 -0.424
O 1.057361 4.435590 -1.535856 0.75 0.13 -2.48 -0.019
C -0.540902 -1.715932 3.886595 -0.96 -0.28 0.13 -0.069
C -0.011347 -4.817947 -2.781936 0.39 0.83 -0.70 -0.083
C 1.726381 5.392253 -1.879812 -0.30 0.56 3.30 -0.329
C 1.808714 -2.355182 3.438617 -2.51 0.84 0.68 -0.033
C 2.417407 6.435087 -1.742975 0.14 0.29 -0.12 0.064
C -0.002004 -2.403214 -1.947948 0.84 0.18 -0.06 -0.050
C 0.160093 -3.866299 -1.600702 -1.73 -1.24 -0.17 -0.441
C -1.210259 3.343621 3.688626 0.21 1.92 0.07 -0.173
C 0.329573 -2.905351 3.613404 1.27 1.00 -0.73 -0.451
H -1.601308 -1.958249 3.910549 -0.12 -0.37 -0.15 0.080
H -0.470659 4.393193 -1.172041 -0.67 0.16 -0.01 -0.019
H 1.657945 4.873118 -5.858492 0.42 0.12 0.12 0.021
H 4.511639 -3.632120 -4.946974 -0.02 0.01 0.03 -0.098
H 0.771459 -4.607740 -3.534140 -0.11 -0.52 0.30 0.081
H -0.346200 -1.329348 4.864873 0.44 0.58 0.52 0.072
H -2.219434 3.584654 4.112014 0.72 0.12 -0.70 0.067
H 1.106040 -4.172699 -1.148397 -0.10 0.42 0.65 0.125
H 0.328210 -3.638881 4.410119 -0.16 -0.15 0.41 0.123
H -1.092100 2.648740 6.979289 0.04 0.00 -0.09 -0.004
H 2.497566 -3.087184 3.215644 1.48 -1.87 -0.73 0.032
H -1.153957 2.297598 3.503801 -0.06 -0.91 -0.26 0.042
H -1.770084 4.445510 -0.312428 -0.63 0.45 0.81 0.064
H 0.332782 -4.268955 2.233135 0.36 -0.53 -0.20 0.073
H -0.059873 -5.854734 -2.440751 0.40 0.12 -0.13 0.074
H -0.677081 -2.369238 -2.775358 -0.81 0.31 -0.29 0.049
H -0.367630 -1.808086 -1.118365 -0.26 -0.10 0.14 0.079
H -3.900749 -2.669819 -2.654677 0.26 0.02 0.12 0.043
H 0.883345 -1.866712 -2.287755 0.43 -0.37 0.04 0.081
H -3.420542 -3.240201 -3.966557 0.06 -0.04 -0.15 0.031
H 2.151807 -1.900011 4.367999 -0.22 0.08 0.12 0.078
H -0.788798 -4.057848 0.141165 -0.57 0.03 -0.94 0.064
H -0.428091 -0.964970 3.114658 0.26 0.25 -0.04 0.087
H -0.954407 -4.599505 -3.273629 -0.26 0.07 0.03 0.055
H 1.812368 -1.589037 2.674383 0.01 0.12 -0.25 0.082
H 2.444263 7.160214 -0.900295 0.11 -0.62 -1.28 0.044
H -1.413821 5.117591 -3.622484 0.34 -0.18 0.30 0.112
H 0.742511 5.101677 -7.083746 0.16 -0.32 0.80 0.041
H -0.459904 3.563589 4.464262 -0.21 0.02 0.07 0.036
H -0.594758 3.282838 1.958452 0.49 0.48 -0.52 -0.051
```
Positions in Å, forces in eV/Å.

Summary:
Charge: -1
Molar mass, g/mol: 349.27
Spin multiplicity: 1

4.
Density functional theory data (wB97M-V/def2-TZVPD) for a cluster of 6 separate species, C9H31N11O6 in total.

XYZ file:
```
57
Properties=species:S:1:pos:R:3:forces:R:3:lowdin_charge:R:1
O 4.599793 -1.828172 1.431036 0.63 -1.48 0.58 0.034
O -0.203683 0.305620 -1.124606 0.38 0.59 1.25 0.000
O -3.565482 4.638876 0.978492 -0.33 -0.84 -0.53 0.005
O -0.671098 -3.043081 4.642603 0.14 -0.92 -0.92 -0.183
O 1.249112 -1.542863 -7.489313 -2.42 -1.12 1.90 0.073
O 2.720867 4.167396 1.158786 -1.28 0.45 -0.42 -0.013
N -4.125007 2.421011 1.201308 1.75 -3.45 -2.04 0.161
N 1.118023 0.926367 -2.843669 3.06 1.35 -1.03 0.167
N 4.181407 0.184516 0.668777 -0.24 2.57 -3.29 0.156
N -5.153186 3.854715 2.338199 -3.81 1.74 3.34 0.144
N 3.801703 -0.196811 2.758236 -0.88 0.20 3.68 0.164
N 0.519076 4.283319 0.605439 -4.02 -4.14 -3.84 0.167
N -0.799756 -0.081229 -3.146182 -4.37 -2.20 -4.80 0.176
N 1.290333 5.822317 1.778487 0.70 2.86 1.94 0.147
N -2.966144 -2.118135 3.151020 0.38 0.16 -0.29 0.010
N 1.986955 -1.336636 -9.574474 -3.77 -2.54 -6.67 0.149
N 3.252518 -0.783515 -8.016919 3.96 1.70 2.56 0.154
C 0.027961 0.387220 -2.324356 1.76 0.63 4.33 -0.812
C 1.592943 4.704055 1.149652 3.99 -0.19 1.57 -0.766
C -0.754679 -3.253915 3.230022 -0.27 -0.93 -0.78 -0.216
C 4.193885 -0.706162 1.634724 1.43 -1.23 -3.09 -0.810
C -0.198944 -4.134024 5.440054 -0.70 0.40 0.41 -0.100
C -4.244195 3.705248 1.418839 1.94 2.13 -0.28 -0.759
C 2.075996 -1.267320 -8.292136 1.76 0.92 0.97 -0.841
C -2.414247 -3.497124 1.206574 0.72 -0.12 1.47 -0.050
C -2.200051 -3.345711 2.761648 -1.77 2.05 -0.09 -0.402
H 0.884829 -4.097544 5.550494 -0.03 0.00 0.14 0.085
H -0.428370 4.571002 0.804676 0.36 0.21 0.11 0.115
H -1.716141 -0.318970 -2.794296 0.32 -0.16 -0.28 0.131
H 1.325266 -2.054869 -9.832183 -0.64 0.35 -0.12 0.118
H 4.638182 0.010876 -0.215134 -0.32 -0.27 0.34 0.113
H 2.064010 6.354867 2.149860 -0.49 0.14 0.03 0.117
H 2.594194 -1.264305 -10.378295 0.86 0.53 1.08 0.118
H -1.857562 -2.724807 0.675791 0.39 -0.07 0.05 0.068
H -0.507795 -5.147980 5.185891 0.00 0.03 -1.05 0.082
H 1.274759 0.999598 -3.838738 -0.26 -0.14 0.21 0.105
H -0.740464 -4.026067 6.379836 0.58 0.36 0.39 0.083
H 3.789300 1.106262 0.798165 0.33 -0.04 0.02 0.101
H -2.386736 -1.340064 2.869946 -0.01 0.48 -0.36 0.058
H 1.961737 1.021869 -2.296744 -0.47 -0.02 0.21 0.110
H -3.447359 -3.312890 0.911878 -0.06 -0.43 0.40 0.068
H -2.056984 -4.488694 0.928665 -0.14 0.07 -0.45 0.068
H -0.555224 -0.223891 -4.115698 -0.44 -0.01 0.15 0.123
H -3.369710 2.090712 0.617752 -0.15 -0.07 0.19 0.119
H 0.390091 6.223280 1.557335 0.62 0.52 0.37 0.109
H 3.943324 -0.925210 3.443422 -1.05 0.52 0.77 0.120
H 0.571934 3.470612 0.008110 0.00 -0.06 0.21 0.119
H 3.003423 0.415296 2.667768 0.06 -0.14 0.97 0.119
H -2.972868 -2.009820 4.155180 0.00 -0.34 0.32 0.054
H -5.568017 3.057198 2.798621 -0.01 0.37 -0.23 0.106
H -4.671668 1.743529 1.713439 0.31 0.15 -0.42 0.111
H 3.899123 -0.569763 -8.762781 0.04 -0.11 0.65 0.111
H -2.742906 -4.076959 3.360545 0.34 -0.79 -0.41 0.132
H -0.189843 -2.513451 2.663651 -0.18 0.64 0.30 0.125
H 3.536481 -0.788874 -7.047682 0.22 0.30 -0.33 0.119
H -0.338749 -4.175720 2.823337 0.65 -0.54 0.84 0.120
H -5.640360 4.728814 2.474948 0.47 -0.07 -0.03 0.120
```
Positions in Å, forces in eV/Å.

Summary:
SMILES string: COC[C@H](C)N.NC(N)=O.NC(N)=O.NC(N)=O.NC(N)=O.NC(N)=O
Molar mass, g/mol: 389.42
Energy relative to the best compared isomer or geometry (same formula, charge and spin), kJ/mol: 340.4
Spin multiplicity: 1

Looking at gap between HOMO and LUMO for the records above, in order, we have 9.649; 9.861; 1.051; 9.534 eV.
Looking at largest force on an atom for the records above, in order, we have 3.85; 3.59; 3.36; 8.07 eV Å⁻¹.
Looking at HOMO for the records above, in order, we have -7.02; -9.40; -4.64; -9.14 eV.